This record from the OMol25 dataset describes C4H12N2O in the gas phase in a non-equilibrium geometry. The level of theory is the ωB97M-V functional and the def2-TZVPD basis.

Geometry (Å):
N: 2.5407 0.9485 -0.0544
C: 1.9258 0.0695 0.9398
C: 1.0198 -0.9722 0.2495
N: 0.0947 -0.3427 -0.6966
C: -1.2076 0.0082 -0.1083
C: -2.3784 -0.2694 -1.0161
O: -3.6111 -0.0636 -0.3516
H: 3.5376 1.0683 0.0217
H: 2.2635 1.9198 0.0877
H: 2.7373 -0.4390 1.4842
H: 1.3587 0.5800 1.7255
H: 0.5275 -1.5409 1.0542
H: 1.5239 -1.8093 -0.2369
H: 0.5784 0.4994 -0.9848
H: -1.1496 1.1052 0.0550
H: -1.5416 -0.4731 0.8269
H: -2.3265 -1.2931 -1.4019
H: -2.3793 0.3877 -1.8986
H: -3.5137 0.6169 0.3046

- SMILES string: NCCNCCO
- HOMO energy: -8.78 eV
- Energy relative to the best compared isomer or geometry (same formula, charge and spin): 198.5 kJ/mol
- Lowest unoccupied orbital energy: 0.9 eV